P | # C34H49MoN8O9P2

C34H49MoN8O9P2 as an isolated structure (ωB97M-V/def2-TZVPD, the Open Molecules 2025 dataset).

For the HOMO energy (alpha / beta), the calculation gives -9.35 / -10.04 eV. As for the expectation value of S²: 2.02. Its orbital gap (alpha / beta) is 6.414 / 6.938 eV. Its LUMO energy (alpha / beta) is -0.1078 / -0.1140 Ha.

ORCA input file:
```
! RIJCOSX wB97M-V def2-TZVPD def2/J DEFGRID3
* xyz 1 3
Mo -0.09978 -0.57670 -1.32450
C 2.65970 5.91156 10.49295
O 3.50288 4.96873 9.83530
C 3.05390 4.42058 8.69260
C 3.92082 3.53086 8.06120
C 3.55506 2.93644 6.87350
C 2.31710 3.20654 6.28541
C 1.45275 4.08219 6.93194
C 1.80883 4.68932 8.12801
C 1.91247 2.60955 5.00346
N 0.74413 2.76063 4.42176
C 0.82689 2.04814 3.25148
C 2.05223 1.45643 3.11341
N 2.73996 1.82306 4.24484
C 2.44329 0.67470 1.97978
C 3.70697 0.10987 1.75705
C 3.91846 -0.56352 0.59342
C 2.88338 -0.70149 -0.33395
N 1.66966 -0.20381 -0.13538
C 1.46066 0.49820 1.00151
C 0.14324 1.07701 1.15965
N -0.74005 0.79090 0.19110
C -1.93165 1.35290 0.23478
C -2.32448 2.20917 1.26171
C -1.45776 2.46333 2.28666
C -0.18476 1.88239 2.24710
H 3.20929 6.25044 11.36280
H 1.72485 5.44957 10.81481
H 2.44292 6.76393 9.84718
H 4.87885 3.32385 8.52552
H 4.25575 2.24881 6.40711
H 0.49099 4.28916 6.47782
H 1.11355 5.36580 8.60776
H 3.68768 1.58520 4.47293
H 4.50671 0.22003 2.48295
H 4.88720 -0.98847 0.36498
H 3.03583 -1.20535 -1.27764
H -2.60940 1.10636 -0.56973
H -3.31390 2.64780 1.24332
H -1.72818 3.10571 3.11910
N 1.55582 -4.64367 -4.87669
C 1.25142 -3.21089 -5.16154
C 1.02568 -3.00464 -6.67377
P 2.80472 -2.26335 -4.70295
O 3.17231 -1.54016 -6.08784
O 3.84625 -3.44057 -4.51477
O 2.89918 -1.30367 -3.58784
P -0.31606 -2.75553 -4.19475
O -1.34040 -2.32665 -5.37730
O -0.78856 -4.01054 -3.55147
O -0.20580 -1.47556 -3.40187
H 3.36018 -4.29694 -4.64974
H 1.34737 -5.20712 -5.69178
H 0.95151 -4.97252 -4.12795
H 1.91829 -3.28339 -7.23882
H 0.79053 -1.96892 -6.90612
H 0.19383 -3.62996 -7.00317
H 3.80780 -0.81887 -5.92783
H -1.76643 -3.11765 -5.74848
N -0.33835 -3.22206 2.51974
C -0.17524 -2.62875 1.32374
O -0.89025 -1.68033 0.97438
C 0.89252 -3.13500 0.40137
C 0.59668 -2.65149 -1.01976
H -1.03372 -2.87828 3.15781
H 0.24013 -3.99169 2.80038
H 0.93523 -4.22532 0.45921
H 1.85222 -2.76654 0.77457
H -0.17416 -3.29949 -1.43486
H 1.47483 -2.83494 -1.63892
C -4.46529 -1.95870 0.57510
C -4.50661 -2.56809 -0.82427
N -4.36709 -1.58424 -1.90413
C -5.57875 -1.25519 -2.66646
C -6.51587 -0.30841 -1.92899
C -3.18885 -0.99165 -2.14195
C -3.11529 0.08666 -3.18425
N -2.09243 -1.33991 -1.52697
H -4.66221 -2.73743 1.31681
H -5.23249 -1.18712 0.67983
H -3.49536 -1.51338 0.80125
H -5.46182 -3.06393 -0.97444
H -3.73961 -3.33859 -0.93437
H -6.09408 -2.19037 -2.87954
H -5.29413 -0.83422 -3.62420
H -6.93100 -0.77907 -1.03395
H -7.34974 -0.02648 -2.57678
H -5.99061 0.60282 -1.62654
H -3.92902 0.80756 -3.09061
H -3.15566 -0.36313 -4.17907
H -2.16289 0.59301 -3.10508
H -2.20599 -2.13389 -0.91350
C 0.71992 3.10115 -3.02039
C 0.74978 1.65506 -3.46484
C -0.00062 1.45709 -4.77150
O 0.20845 0.86228 -2.39293
H 1.10754 3.74367 -3.81462
H 1.32264 3.24562 -2.12084
H -0.30988 3.39996 -2.80123
H 1.78102 1.33977 -3.60514
H -0.96021 1.98654 -4.75175
H -0.18054 0.39898 -4.94293
H 0.59313 1.85827 -5.59841
*
```

---

Q | # C34H49MoN8O9P2

C34H49MoN8O9P2 as an isolated structure (ωB97M-V/def2-TZVPD, the Open Molecules 2025 dataset).

For the HOMO energy (alpha / beta), the calculation gives -9.84 / -9.84 eV. As for the expectation value of S²: 2.02. Its orbital gap (alpha / beta) is 6.808 / 6.731 eV. Its LUMO energy (alpha / beta) is -0.1113 / -0.1141 Ha.

ORCA input file:
```
! RIJCOSX wB97M-V def2-TZVPD def2/J DEFGRID3
* xyz 1 3
Mo 1.26941 0.36092 1.46823
C -3.39318 -3.55325 -11.00809
O -3.80234 -4.04238 -9.74085
C -3.22980 -3.51043 -8.64313
C -3.66394 -4.02452 -7.41819
C -3.13779 -3.54940 -6.24061
C -2.16192 -2.54757 -6.24866
C -1.74376 -2.03607 -7.47033
C -2.26505 -2.50793 -8.66634
C -1.62038 -2.06910 -4.97875
N -2.14060 -2.29491 -3.79385
C -1.30404 -1.67959 -2.90672
C -0.25328 -1.06941 -3.55765
N -0.47041 -1.32479 -4.88779
C 0.77612 -0.34679 -2.88604
C 1.85280 0.31844 -3.48711
C 2.75043 0.99024 -2.69521
C 2.58366 0.97865 -1.31313
N 1.58279 0.34773 -0.72293
C 0.67644 -0.29704 -1.48792
C -0.41788 -0.91987 -0.79434
N -0.41502 -0.79689 0.55195
C -1.38209 -1.38587 1.23848
C -2.42060 -2.08749 0.63204
C -2.44745 -2.20044 -0.73773
C -1.41639 -1.61688 -1.48141
H -3.96547 -4.11034 -11.74281
H -2.32697 -3.72580 -11.17165
H -3.61294 -2.48820 -11.11084
H -4.41693 -4.80108 -7.42452
H -3.47096 -3.94631 -5.29123
H -1.01471 -1.23495 -7.51656
H -1.92227 -2.08386 -9.59847
H 0.12947 -1.08730 -5.65724
H 1.97593 0.30607 -4.56286
H 3.59357 1.51357 -3.12193
H 3.28824 1.48548 -0.67450
H -1.32460 -1.28756 2.31031
H -3.19100 -2.52960 1.24754
H -3.23624 -2.73175 -1.25379
N -0.68923 4.85747 1.85055
C -1.53218 4.00559 0.91825
C -2.35393 4.88619 -0.01215
P -0.38493 2.90158 0.01054
O 0.51235 3.93700 -0.85285
O -1.14246 1.97452 -0.85929
O 0.59468 2.39702 1.06095
P -2.61145 3.03312 2.13741
O -2.33301 1.47259 1.76489
O -4.01653 3.41127 1.93889
O -1.84264 3.25572 3.41683
H 0.26772 4.97415 1.52397
H -0.75574 4.32494 2.77542
H -1.11505 5.77369 1.98237
H -1.72108 5.56649 -0.58795
H -3.09090 5.45391 0.55769
H -2.91171 4.25615 -0.70325
H 0.13194 4.08448 -1.73190
H -2.56958 1.28715 0.84027
N 4.66241 -3.09387 0.41729
C 3.64119 -2.25248 0.12403
O 3.81717 -1.24149 -0.53951
C 2.29318 -2.62741 0.70358
C 1.91900 -1.68203 1.86071
H 5.57948 -2.88044 0.06417
H 4.52254 -3.94113 0.93485
H 2.31433 -3.66626 1.04448
H 1.56424 -2.58090 -0.10999
H 2.78808 -1.63413 2.52655
H 1.11489 -2.15588 2.43721
C -2.57697 -0.30718 4.92329
C -1.69275 0.83935 5.38801
N -0.28062 0.46797 5.58431
C 0.12898 0.29402 6.98232
C -0.37855 -1.00283 7.59527
C 0.55724 0.28485 4.56329
C 1.95852 -0.15777 4.86679
N 0.22046 0.50503 3.30740
H -3.60520 0.04422 4.83845
H -2.55314 -1.14550 5.61902
H -2.27467 -0.66862 3.94446
H -2.04318 1.20142 6.35365
H -1.74812 1.69347 4.71301
H -0.26129 1.14824 7.53749
H 1.20913 0.34716 7.05779
H -1.46748 -1.02919 7.62745
H -0.01332 -1.09294 8.61826
H -0.03028 -1.86787 7.02826
H 1.97343 -1.05736 5.48098
H 2.47814 0.63469 5.40788
H 2.50258 -0.33228 3.94835
H -0.67556 0.97751 3.19165
C 5.17363 1.55716 1.30088
C 3.82727 2.10318 1.74305
C 3.91478 2.86355 3.05661
O 2.93411 1.01627 1.93602
H 5.85697 2.37504 1.06796
H 5.07271 0.91002 0.42997
H 5.60659 0.96266 2.10764
H 3.40855 2.77588 0.98357
H 4.31985 2.21313 3.83366
H 2.92443 3.20727 3.36080
H 4.57013 3.72869 2.95311
*
```

---

Relative to the most stable one, in eV, the structures come out at P 0.782; Q 0.000.

---

P | # C5H2O2S

A single C5H2O2S molecule (ωB97M-V/def2-TZVPD, the Open Molecules 2025 dataset).

For the HOMO energy, the calculation gives -9.74 eV. The SMILES is C#CC(=O)C(=O)C=S. Its orbital gap is 7.588 eV. Its LUMO energy is -0.0790 Ha.

ORCA input file:
```
! RIJCOSX wB97M-V def2-TZVPD def2/J DEFGRID3
* xyz 0 1
C -0.56762 3.20928 0.47543
C -0.09299 2.10334 0.40289
C 0.30115 0.64968 0.71673
O 0.50455 0.20393 1.79834
C 0.49079 -0.03999 -0.64991
O 1.22972 0.61210 -1.41268
C 0.22106 -1.46023 -0.93835
S -0.99369 -2.23003 -0.11672
H -0.79516 4.32885 0.52285
H 0.70566 -1.94908 -1.78126
*
```

---

Q | # C5H2O2S

C5H2O2S as an isolated structure (ωB97M-V/def2-TZVPD, the Open Molecules 2025 dataset).

For the HOMO energy, the calculation gives -9.51 eV. Its orbital gap is 8.240 eV. Its LUMO energy is -0.0469 Ha.

ORCA input file:
```
! RIJCOSX wB97M-V def2-TZVPD def2/J DEFGRID3
* xyz 0 1
C -1.33595 -1.50078 -0.93652
C -0.96995 -0.31378 -1.54095
C -0.51858 -1.46973 0.18340
C 0.36150 -0.65686 0.67388
C 1.93487 1.86769 2.05769
O 1.17051 2.05704 2.90681
O 2.64609 1.62047 1.19737
S 0.18497 0.58698 -0.52801
H -2.07614 -2.32921 -1.50359
H -1.39732 0.13817 -2.51007
*
```

---

Relative to the most stable one, in eV, the structures come out at P 0.000; Q 0.098.

---

P | # C2H6N6

A single C2H6N6 molecule (ωB97M-V/def2-TZVPD, the Open Molecules 2025 dataset).

For the HOMO energy, the calculation gives -7.74 eV. The SMILES is NNC1=NN=CNN1. Its orbital gap is 8.065 eV. Its LUMO energy is 0.0119 Ha.

ORCA input file:
```
! RIJCOSX wB97M-V def2-TZVPD def2/J DEFGRID3
* xyz 0 1
N 2.48113 0.58550 -0.52071
N 1.33246 0.83976 0.36099
C 0.29296 0.09265 0.40046
N -0.60050 0.30070 1.36799
N -1.86635 -0.34995 1.56544
C -2.40352 -0.60795 0.39421
N -1.55588 -0.59593 -0.75731
N 0.03129 -1.01668 -0.42537
H 3.42577 0.46225 0.22203
H 2.58586 1.47129 -1.09472
H 1.43679 1.78213 1.06129
H -3.40989 -1.08636 0.34813
H -2.08021 -1.25005 -1.58971
H 0.33008 -0.62736 -1.33271
*
```

---

Q | # C2H6N6

A single C2H6N6 molecule (ωB97M-V/def2-TZVPD, the Open Molecules 2025 dataset).

For the HOMO energy, the calculation gives -8.46 eV. The SMILES is Cn1[nH]nn/c1=N/N. Its orbital gap is 8.851 eV. Its LUMO energy is 0.0145 Ha.

ORCA input file:
```
! RIJCOSX wB97M-V def2-TZVPD def2/J DEFGRID3
* xyz 0 1
C 0.26171 1.72471 0.47612
N -0.08141 0.61708 -0.43199
N -1.51784 0.56880 -0.43063
N -2.06054 -0.56314 0.09780
N -1.06953 -1.38347 0.25815
C 0.17866 -0.68228 -0.05343
N 1.32446 -1.04107 0.20650
N 2.39607 -0.11690 -0.12028
H -0.11099 1.72208 1.49927
H -0.11542 2.49767 -0.00514
H 1.39092 1.58202 0.52060
H -1.98448 1.54626 -0.28923
H 3.12124 -0.73570 -0.40408
H 2.11786 0.56400 -0.91446
*
```

---

Relative to the most stable one, in eV, the structures come out at P 1.577; Q 0.000.

---

P | # C2Br3ClS

C2Br3ClS as an isolated structure (ωB97M-V/def2-TZVPD, the Open Molecules 2025 dataset).

For the HOMO energy, the calculation gives -9.52 eV. Its orbital gap is 7.093 eV. Its LUMO energy is -0.0890 Ha.

ORCA input file:
```
! RIJCOSX wB97M-V def2-TZVPD def2/J DEFGRID3
* xyz 0 1
C 0.59892 -0.29113 0.00760
C 0.00784 -1.41194 0.29403
S 0.34537 1.19959 -0.43563
Cl -0.30897 1.12880 -2.49251
Br 2.46197 2.11043 -0.95000
Br -1.46694 -1.96005 -0.69227
Br 0.61102 -2.92068 1.53592
*
```

---

Q | # C2Br3ClS

C2Br3ClS as an isolated structure (ωB97M-V/def2-TZVPD, the Open Molecules 2025 dataset).

For the HOMO energy (alpha / beta), the calculation gives -8.99 / -8.99 eV. Its orbital gap (alpha / beta) is 7.256 / 7.255 eV. Its LUMO energy (alpha / beta) is -0.0638 / -0.0638 Ha.

ORCA input file:
```
! RIJCOSX wB97M-V def2-TZVPD def2/J DEFGRID3
* xyz 0 1
C -1.44872 -0.85417 -0.19670
C 1.41353 0.51388 0.45416
S -0.17360 -0.47040 -1.15678
Cl -1.05108 0.49796 -2.68208
Br -1.07361 -2.05558 1.28852
Br 1.44371 0.10086 2.24748
Br 0.88977 2.26745 0.04541
*
```

---

Relative to the most stable one, in eV, the structures come out at P 0.000; Q 2.756.